# 1
C8H22O4P | ωB97M-V with the def2-TZVPD basis set

## Properties
Orbital gap in eV: 7.76
Molecular weight in g/mol: 213.23

Structure (ORCA input):
```
! wB97M-V def2-TZVPD RIJCOSX def2/J DEFGRID3
* xyz -1 1
P 0.681 -0.615 0.016
O -0.477 0.726 0.037
O 1.617 -0.486 -4.695
O -0.429 -1.491 1.033
O 0.182 -1.291 -1.526
C 1.437 0.856 -5.122
C -1.334 -0.287 4.176
C 0.131 -1.779 2.362
C 2.128 1.801 -4.162
C -1.614 1.359 4.128
C -1.292 -1.137 -1.473
C -1.714 0.087 -0.461
C 0.100 -0.518 3.414
H 1.456 0.295 -0.833
H 1.659 -1.705 0.007
H -1.380 1.799 3.049
H 1.544 -0.093 1.066
H 1.263 -2.116 2.198
H -1.568 -0.687 -2.528
H -0.893 1.831 4.954
H 0.964 -0.726 4.205
H -0.458 -2.694 2.851
H -2.721 1.600 4.429
H -2.594 -0.069 0.297
H -2.180 0.887 -1.209
H 1.723 1.690 -3.150
H 0.338 0.468 2.814
H 1.231 -0.566 -3.806
H -2.224 -0.912 3.734
H -1.147 -0.521 5.330
H 0.364 1.066 -5.176
H 3.198 1.577 -4.103
H 2.002 2.840 -4.479
H -1.849 -2.144 -1.251
H 1.859 0.955 -6.127
*
```

Mulliken atomic charge list, values in e, 2 entries: number 1, P, carries -0.054; number 2, O, carries -0.480


# 2
C8H23BNOP | ωB97M-V with the def2-TZVPD basis set

## Properties
Orbital gap in eV: 4.52
Molecular weight in g/mol: 191.06

Structure (ORCA input):
```
! wB97M-V def2-TZVPD RIJCOSX def2/J DEFGRID3
* xyz 0 1
P -1.590 1.019 -1.789
O 1.863 -2.352 1.706
N 1.935 0.043 0.578
C 3.293 0.258 2.616
C -3.930 -1.313 -3.591
C 1.889 0.034 2.079
C -1.028 2.490 -2.768
C -3.674 0.029 -3.502
C 2.898 -3.097 2.347
C 1.275 -1.314 2.460
C -1.555 1.721 -0.037
B -3.488 0.742 -2.082
H 1.238 0.852 2.384
H 0.992 0.131 0.175
H -3.601 0.604 -4.434
H 0.213 -1.304 2.202
H 2.766 -3.107 3.430
H 3.615 1.287 2.448
H 2.843 -4.117 1.974
H -0.822 1.179 0.567
H -2.548 1.608 0.398
H -1.325 2.788 -0.055
H -4.826 -1.702 -3.111
H -0.161 2.908 -2.247
H -1.785 3.278 -2.803
H 2.294 -0.869 0.268
H 3.319 0.075 3.689
H 1.354 -1.487 3.535
H -4.111 1.790 -1.885
H 4.021 -0.399 2.137
H -0.701 2.198 -3.763
H 3.883 -2.692 2.105
H -3.812 -0.029 -1.183
H 2.516 0.785 0.191
H -3.252 -2.038 -4.039
*
```

Mulliken atomic charge list, values in e, 2 entries: number 1, P, carries 0.005; number 2, O, carries -0.416


# 3
C8H23HgO8S | ωB97M-V with the def2-TZVPD basis set

## Properties
Orbital gap (spin up / spin down) in eV: 2.42 / 6.92
Molecular weight in g/mol: 479.92

Structure (ORCA input):
```
! wB97M-V def2-TZVPD RIJCOSX def2/J DEFGRID3
* xyz -2 2
Hg -0.738 0.186 0.293
S -3.566 0.400 0.427
O -2.687 -0.551 1.067
O -0.921 1.721 2.124
O -2.590 1.267 -0.228
O 0.899 -1.247 1.154
O -4.403 1.085 1.383
O -1.181 -1.029 -1.629
O -4.590 -0.144 -0.511
O 0.963 1.563 -0.783
C 0.004 1.940 3.147
C -0.230 -1.917 -3.600
C 1.521 1.242 -2.037
C 0.547 -2.072 2.170
C 0.754 2.036 -3.071
C 1.607 -3.126 2.477
C -0.247 -1.927 -2.101
C 1.347 2.262 2.470
H -0.281 2.844 3.685
H 1.398 3.266 2.048
H 0.458 -2.644 -4.032
H 1.688 1.472 1.801
H 0.933 3.070 -2.776
H -1.267 -2.015 -3.924
H 2.593 1.436 -2.070
H -2.037 -1.204 -2.026
H 2.107 2.226 3.251
H -0.039 1.090 3.829
H 0.165 -0.961 -3.944
H -1.617 2.381 2.162
H 1.641 -3.892 1.703
H 0.346 -1.471 3.057
H 1.386 -3.744 3.347
H -0.403 -2.583 2.016
H 0.741 -1.793 -1.662
H -0.318 1.848 -3.140
H 1.369 2.399 -0.543
H 1.128 1.963 -4.092
H 2.565 -2.630 2.632
H -0.555 -2.924 -1.787
H 1.511 0.182 -2.287
*
```

Mulliken atomic charge list, values in e, 2 entries: number 1, Hg, carries 0.790; number 2, S, carries 1.359


# 4
C8H23N2Si | ωB97M-V with the def2-TZVPD basis set

## Properties
Orbital gap in eV: 5.56
ΔE to the lowest compared entry with this formula, charge and spin in kcal/mol: 155.0
Molecular weight in g/mol: 175.37

Structure (ORCA input):
```
! wB97M-V def2-TZVPD RIJCOSX def2/J DEFGRID3
* xyz 1 1
Si 1.178 0.235 -0.578
N -4.208 0.758 1.275
N -2.956 -1.546 1.593
C 2.344 -2.237 0.153
C 1.122 0.651 -2.433
C 1.074 -1.725 -0.349
C -1.965 -0.294 1.427
C -2.834 0.874 0.947
C 2.683 2.452 0.886
C 1.328 1.768 0.699
C 1.389 -0.581 -3.296
H -2.694 0.918 -0.139
H 3.632 1.872 1.152
H 2.240 -3.419 0.132
H 2.149 -1.286 -3.010
H -2.819 -2.164 0.823
H -1.463 -0.287 2.316
H -4.338 0.871 2.273
H 2.677 3.248 1.618
H 1.820 -0.337 -4.303
H -2.419 1.972 1.198
H -2.877 -2.108 2.376
H 0.724 -2.077 -1.362
H -4.800 1.456 0.830
H -3.883 -1.108 1.254
H 3.276 -2.120 -0.265
H 3.037 2.944 -0.080
H 2.403 -1.869 1.136
H 0.485 -1.180 -3.499
H 0.550 2.615 0.438
H 0.981 1.205 1.640
H 0.138 -2.013 0.406
H 1.855 1.458 -2.680
H 0.169 1.050 -2.578
*
```

Mulliken atomic charge list, values in e, 2 entries: number 1, Si, carries 0.247; number 2, N, carries -0.662


# 5
C8H23NSi2 | ωB97M-V with the def2-TZVPD basis set

## Properties
Orbital gap in eV: 8.81
ΔE to the lowest compared entry with this formula, charge and spin in kcal/mol: 105.1
Molecular weight in g/mol: 189.45

Structure (ORCA input):
```
! wB97M-V def2-TZVPD RIJCOSX def2/J DEFGRID3
* xyz 0 1
Si 2.748 -1.396 0.555
Si 1.185 0.010 -0.335
N 1.615 1.686 -0.586
C -1.339 0.496 3.513
C 0.516 -0.285 -2.071
C 0.908 1.007 2.674
C -1.774 0.676 -2.154
C -1.258 -1.412 -3.464
C -0.921 -0.655 -2.197
C -0.738 0.069 1.086
C -0.268 0.043 2.541
H -2.846 0.333 -2.194
H 1.778 -2.387 1.360
H -1.320 1.333 -1.318
H 1.329 2.484 -1.144
H -1.065 -0.019 4.398
H -1.470 1.201 -3.080
H -0.668 -1.219 -4.363
H 0.557 0.627 -2.670
H -1.206 -1.241 -1.391
H 1.851 0.377 2.511
H 0.703 1.730 1.849
H -2.316 0.074 3.359
H -2.346 -1.244 -3.771
H 0.894 1.231 3.744
H 2.316 2.021 0.066
H -1.391 -0.651 0.697
H 1.089 -1.112 -2.651
H 3.342 -2.272 -0.336
H -1.224 1.089 0.874
H -1.184 -2.469 -3.256
H 3.896 -0.753 1.419
H -1.393 1.534 3.497
H 0.001 -0.908 2.838
*
```

Mulliken atomic charge list, values in e, 2 entries: number 1, Si, carries 0.494; number 2, Si, carries 0.150


# 6
C8H24B2O28 | ωB97M-V with the def2-TZVPD basis set

## Properties
Orbital gap in eV: 8.99
ΔE to the lowest compared entry with this formula, charge and spin in kcal/mol: 70.4
Molecular weight in g/mol: 589.88

Structure (ORCA input):
```
! wB97M-V def2-TZVPD RIJCOSX def2/J DEFGRID3
* xyz -2 1
O -0.742 -1.561 0.410
O 1.781 0.019 3.732
O 0.712 -0.111 -0.741
O -3.597 -0.089 -1.138
O -3.620 0.119 2.015
O 4.430 -0.080 4.768
O 1.602 3.856 -1.925
O 3.049 0.653 -3.995
O 0.500 -1.047 -5.610
O -0.690 5.730 -1.795
O 2.229 0.489 6.841
O -0.463 1.976 3.155
O -1.125 -3.044 -1.403
O -1.955 1.815 -3.601
O 0.541 -1.142 -2.778
O 1.476 -3.122 4.662
O -1.835 3.842 -2.317
O -1.508 4.052 1.313
O 2.657 -2.634 -3.950
O -2.072 1.618 -1.211
O -0.060 2.472 -2.375
O 1.191 -0.779 1.603
O 3.422 0.978 -0.765
O -3.413 -4.396 -0.107
O -2.148 -5.481 -2.619
O -0.470 0.810 1.176
O -3.537 0.174 -4.083
O 0.015 1.661 5.962
C -0.530 -2.036 -0.806
C 1.127 0.021 2.704
C -2.959 0.799 -1.749
C 0.228 -1.023 -1.622
C -2.880 0.938 -3.313
C 0.014 1.046 2.424
C 0.443 3.603 -2.131
C -0.784 4.520 -2.046
B -1.513 2.438 -2.333
B 0.164 -0.389 0.573
H 2.775 0.272 -0.765
H -3.322 0.033 1.110
H 3.114 1.585 -0.091
H -1.303 3.434 0.610
H -1.088 3.680 2.089
H 4.431 -1.036 4.730
H -0.063 2.567 6.264
H 2.286 -2.044 -3.294
H 1.374 -3.850 4.050
H -2.708 -4.653 -0.701
H 3.906 0.189 4.013
H 2.790 0.908 6.189
H -3.981 1.004 2.066
H -0.295 -1.179 -6.127
H -2.204 -5.516 -3.573
H 0.204 -1.090 -4.700
H -4.012 -5.143 -0.108
H 2.005 -3.327 -4.046
H 1.349 0.807 6.640
H 0.099 1.732 5.011
H 2.153 0.370 -3.809
H 2.976 1.594 -4.150
H 1.464 -2.340 4.109
H -1.632 -4.695 -2.438
*
```

Mulliken atomic charge list, values in e, 2 entries: number 1, O, carries -0.557; number 2, O, carries -0.363


Table of energy (eV), in record order: -26128.073 -22165.889 -40054.556 -19515.129 -25911.840 -67382.627